Record 1
Molecular formula: C5H15N2
Method: DFT, ωB97M-V/def2-TZVPD

Each line ends with the Mulliken charge.
CARTESIAN COORDINATES (ANGSTROEM)
C  1.164  -2.569  1.458  -1.22
C  0.372  -1.476  0.659  -0.53
N  1.168  -0.209  0.475  -0.11
H  0.434  -3.380  1.569  0.34
H  2.027  -2.888  0.904  0.36
H  1.425  -2.319  2.506  0.39
H  0.099  -1.805  -0.368  0.15
H  -0.585  -1.244  1.083  0.56
H  1.545  0.203  1.348  0.37
H  0.554  0.535  0.059  -0.29
H  1.937  -0.447  -0.193  0.54
C  -1.446  0.092  -1.829  -1.04
C  -1.302  1.055  -0.676  -0.53
C  -0.479  2.159  -0.746  -0.71
N  -0.325  3.186  0.218  -0.46
H  -0.544  0.141  -2.472  0.33
H  -1.590  -0.977  -1.459  0.21
H  -2.269  0.258  -2.513  0.31
H  -1.894  0.860  0.216  0.46
H  0.110  2.241  -1.638  0.42
H  0.612  3.468  0.422  0.19
H  -1.014  3.116  0.977  0.26

Computed properties:
HOMO-LUMO gap (alpha / beta) (eV): 2.6 / 7.6
E_LUMO (alpha / beta) (eV): 0.346 / 0.402
Spin multiplicity: 2
E_HOMO (alpha / beta) (hartree): -0.082 / -0.265
Energy above the lowest of the compared OMol25 structures with the same formula, charge and spin (kcal/mol): 74.2
Charge: 0

Record 2
Molecular formula: C19H37AlBBeF4LiN4O11S2
Method: DFT, ωB97M-V/def2-TZVPD

Each line ends with the Mulliken charge.
CARTESIAN COORDINATES (ANGSTROEM)
N  5.337  0.400  2.208  -0.74
B  3.978  0.732  2.771  0.43
O  3.418  1.924  2.161  -0.43
C  2.050  1.829  2.635  -0.25
C  1.799  0.345  2.184  -0.23
O  2.980  -0.279  2.769  -0.59
H  5.237  0.194  1.213  0.28
H  5.825  1.303  2.226  0.23
H  4.305  1.130  3.955  0.92
H  2.190  1.733  3.745  -0.04
H  1.376  2.598  2.238  0.37
H  1.900  0.189  1.093  0.23
H  0.839  0.036  2.638  0.32
C  -0.717  0.816  -1.364  -0.74
C  -0.470  1.987  -0.438  1.00
O  -0.208  1.803  0.733  -0.53
C  -0.556  3.371  -1.015  -1.16
H  -0.616  -0.114  -0.804  0.25
H  -1.743  0.852  -1.789  0.06
H  0.019  0.822  -2.171  0.44
H  -1.562  3.556  -1.410  0.26
H  0.187  3.490  -1.807  0.34
H  -0.353  4.101  -0.233  0.30
C  5.380  0.043  7.557  0.53
O  6.516  0.239  7.867  -0.45
N  4.386  -0.211  8.489  -0.62
N  4.963  0.045  6.222  -0.35
H  3.424  -0.396  8.253  0.30
H  4.669  -0.238  9.459  0.31
H  5.684  0.195  5.522  0.34
H  4.012  -0.129  5.921  0.28
Li  3.136  1.770  9.465  0.95
C  8.172  3.238  1.309  0.71
O  8.720  4.349  1.423  -0.50
O  7.352  2.927  2.375  -0.39
O  8.265  2.413  0.400  -0.43
H  7.535  3.766  2.844  0.27
Be  4.931  1.894  5.021  0.19
F  -3.531  3.659  -1.989  -0.60
Al  -3.127  1.761  -2.921  0.59
N  1.091  -4.125  -1.572  -0.26
S  -0.494  -4.140  -1.608  1.10
O  -1.100  -4.770  -2.735  -0.52
O  -1.152  -2.985  -1.076  -0.50
F  -0.753  -5.208  -0.474  -0.25
S  1.706  -3.183  -2.675  1.11
O  3.106  -3.403  -2.878  -0.58
O  1.293  -1.815  -2.689  -0.44
F  1.101  -3.742  -4.024  -0.25
C  -7.344  1.319  -0.802  -1.20
C  -7.086  2.770  -1.198  -0.06
C  -8.041  3.758  -0.532  -0.82
C  -9.519  3.574  -0.886  -0.71
C  -9.844  3.650  -2.378  -0.34
C  -9.519  5.004  -2.999  -1.18
H  -8.335  0.984  -1.111  0.30
H  -6.612  0.659  -1.276  0.32
H  -7.259  1.190  0.280  0.30
H  -7.132  2.867  -2.287  0.22
H  -6.063  3.033  -0.911  0.26
H  -7.729  4.775  -0.788  0.32
H  -7.935  3.678  0.555  0.38
H  -10.099  4.338  -0.358  0.38
H  -9.870  2.613  -0.499  0.30
H  -10.912  3.455  -2.508  0.36
H  -9.320  2.860  -2.924  0.24
H  -10.064  5.805  -2.494  0.30
H  -9.803  5.016  -4.052  0.37
H  -8.451  5.228  -2.944  0.28
F  1.772  -7.056  -3.162  -0.21
C  2.966  -7.331  -3.612  0.51
C  4.083  -7.031  -2.812  -0.14
C  5.337  -7.324  -3.286  -0.43
C  5.487  -7.904  -4.557  -0.28
C  4.358  -8.195  -5.351  -0.38
C  3.101  -7.915  -4.880  -0.45
H  3.941  -6.576  -1.841  0.44
H  6.208  -7.108  -2.683  0.39
H  6.478  -8.130  -4.930  0.41
H  4.482  -8.638  -6.330  0.40
H  2.219  -8.137  -5.467  0.44

Computed properties:
HOMO-LUMO gap (eV): 1.2
E_LUMO (eV): -10.886
E_HOMO (hartree): -0.445
Charge: +2

Record 3
Molecular formula: C17H18BN7O3ReS
Method: DFT, ωB97M-V/def2-TZVPD

Each line ends with the Mulliken charge.
CARTESIAN COORDINATES (ANGSTROEM)
H  0.392  3.541  -0.050  0.53
N  0.029  1.891  -1.339  0.15
B  -0.176  0.361  -3.485  -0.10
N  0.138  1.739  -2.789  0.02
C  0.495  2.921  -3.323  0.05
Re  0.726  0.418  -0.351  0.42
H  0.559  3.021  -4.403  0.49
C  0.663  3.862  -2.272  -1.06
H  0.915  4.901  -2.376  0.45
C  0.384  3.213  -1.085  0.01
H  -0.100  0.441  -4.679  -0.03
C  -1.776  -1.788  1.163  -0.98
H  -1.796  -2.303  2.174  0.30
H  -0.736  -1.912  0.551  0.18
H  -2.622  -2.352  0.687  0.34
N  -1.638  0.026  -3.071  0.26
N  0.726  -0.805  -2.957  -0.12
N  -1.944  -0.054  -1.743  -0.10
N  0.879  -1.042  -1.547  0.42
C  -2.731  -0.230  -3.840  -0.10
C  1.556  -1.625  -3.627  0.05
H  -2.668  -0.187  -4.924  0.44
H  1.573  -1.578  -4.710  0.52
C  -3.784  -0.522  -2.956  -1.00
C  2.249  -2.426  -2.704  -1.15
C  -3.245  -0.425  -1.659  -0.27
C  1.813  -2.077  -1.439  -0.26
H  -4.796  -0.773  -3.241  0.42
H  2.980  -3.188  -2.934  0.45
H  -3.724  -0.629  -0.721  0.49
H  2.109  -2.400  -0.452  0.69
H  -2.068  -0.769  1.256  0.24
O  1.927  -2.061  1.633  -0.59
C  1.616  -0.985  2.155  0.72
N  1.483  0.211  1.357  -0.09
S  0.909  1.698  2.238  0.94
O  2.039  2.617  2.084  -0.50
O  -0.454  1.864  1.653  -0.51
C  0.891  0.708  3.676  0.50
C  0.531  1.160  4.937  -0.49
C  0.502  0.274  6.020  -0.70
C  0.851  -1.079  5.842  -0.49
C  1.238  -1.530  4.585  -0.67
C  1.269  -0.622  3.523  0.25
H  0.260  2.202  5.048  0.50
H  0.210  0.629  7.013  0.42
H  0.822  -1.761  6.689  0.44
H  1.523  -2.573  4.397  0.50

Computed properties:
HOMO-LUMO gap (alpha / beta) (eV): 5.2 / 5.7
E_LUMO (alpha / beta) (eV): -9.382 / -8.843
Spin multiplicity: 4
E_HOMO (alpha / beta) (hartree): -0.534 / -0.534
Energy above the lowest of the compared OMol25 structures with the same formula, charge and spin (kcal/mol): 70.1
Charge: +2

Record 4
Molecular formula: C35H51Cl5F4N2O5S2
Method: DFT, ωB97M-V/def2-TZVPD

Each line ends with the Mulliken charge.
CARTESIAN COORDINATES (ANGSTROEM)
C  -3.850  5.518  0.831  -0.90
C  -2.493  5.426  1.576  -0.71
C  -1.851  3.975  1.528  -0.56
N  -2.803  3.027  0.919  0.42
C  -2.224  1.883  0.310  -1.24
C  -2.296  0.668  1.009  0.61
O  -2.878  0.706  2.243  -0.36
C  -2.560  -0.380  3.132  -1.86
C  -1.102  -0.512  3.585  1.77
C  -1.112  -1.704  4.592  -1.94
C  -0.515  0.750  4.275  0.57
C  0.187  1.707  3.262  -1.05
C  0.623  0.316  5.259  -1.79
C  -1.789  -0.468  0.408  -1.03
C  -1.184  -0.381  -0.825  1.22
C  -1.065  0.802  -1.524  -0.94
C  -1.621  1.939  -0.932  0.62
C  -1.556  3.289  -1.628  -0.23
C  -2.760  3.588  -2.571  -1.39
C  -4.133  3.061  -2.077  -0.95
C  -4.438  1.694  -2.748  -0.01
S  -5.457  0.574  -1.792  1.21
O  -6.829  0.620  -2.177  -0.68
O  -4.901  -0.741  -1.974  -0.65
O  -5.203  0.956  -0.261  -0.43
N  -0.401  0.898  -2.784  0.91
Cl  -1.427  0.371  -4.123  -0.14
C  0.800  0.115  -2.866  -0.79
C  1.888  0.678  -3.521  0.66
C  1.852  2.068  -4.132  -1.40
C  2.112  3.093  -3.000  -0.10
O  3.324  2.743  -2.328  -0.46
C  3.097  2.382  -0.993  0.02
C  4.364  1.821  -0.338  0.70
F  5.129  1.128  -1.184  -0.23
F  5.086  2.804  0.229  -0.28
F  3.991  0.972  0.650  -0.25
C  3.041  -0.063  -3.647  -0.66
C  3.163  -1.345  -3.155  -1.07
C  2.095  -1.911  -2.481  -0.05
C  2.179  -3.306  -1.905  0.70
C  1.636  -4.314  -2.927  -1.34
F  3.500  -3.661  -1.641  -0.38
C  0.938  -1.166  -2.374  1.48
S  -0.488  -1.866  -1.541  -0.44
H  -4.149  6.575  0.855  0.44
H  -4.628  4.949  1.344  0.29
H  -3.760  5.225  -0.217  0.01
H  -1.810  6.184  1.178  0.31
H  -2.740  5.643  2.622  0.37
H  -0.892  4.001  1.013  0.42
H  -1.762  3.687  2.582  0.25
H  -3.552  2.783  1.550  0.53
H  -3.159  -0.199  4.034  0.49
H  -2.943  -1.322  2.714  0.39
H  -0.414  -0.803  2.780  0.12
H  -1.446  -1.384  5.586  0.38
H  -1.867  -2.435  4.263  0.50
H  -0.149  -2.216  4.630  0.33
H  -1.257  1.279  4.889  0.40
H  -0.162  1.565  2.235  -0.17
H  1.267  1.531  3.291  0.62
H  -0.004  2.736  3.586  0.22
H  1.256  1.200  5.420  0.51
H  0.251  -0.001  6.235  0.37
H  1.266  -0.423  4.769  0.37
H  -1.847  -1.439  0.886  0.43
H  -0.648  3.275  -2.245  -0.71
H  -1.445  4.136  -0.951  0.75
H  -2.849  4.683  -2.621  0.54
H  -2.585  3.267  -3.606  0.41
H  -4.244  3.057  -0.993  0.42
H  -4.885  3.767  -2.459  0.60
H  -3.489  1.179  -2.902  -0.44
H  -4.863  1.865  -3.741  0.49
H  -4.823  0.156  0.139  0.33
H  0.909  2.248  -4.656  0.32
H  2.694  2.132  -4.830  0.48
H  2.198  4.093  -3.437  0.51
H  1.288  3.008  -2.283  -0.04
H  2.330  1.593  -0.939  -0.08
H  2.757  3.214  -0.356  0.29
H  3.903  0.335  -4.179  0.37
H  4.081  -1.909  -3.286  0.43
H  1.550  -3.392  -1.011  0.03
H  1.983  -4.105  -3.946  0.35
H  0.538  -4.302  -2.953  0.32
H  1.932  -5.340  -2.680  0.44
Cl  -0.349  -3.451  1.583  -0.05
C  -0.032  -5.048  2.316  -0.62
C  1.325  -5.580  1.938  -0.55
Cl  1.407  -6.012  0.211  -0.15
H  -0.826  -5.725  2.008  0.34
H  -0.092  -4.918  3.396  0.34
H  1.539  -6.487  2.502  0.41
H  2.110  -4.856  2.144  0.30
Cl  7.899  -7.827  -0.598  -0.19
C  6.345  -6.954  -0.578  -0.42
C  5.814  -6.767  0.820  -0.16
Cl  5.302  -8.308  1.560  -0.20
H  5.642  -7.504  -1.200  0.32
H  6.521  -5.982  -1.036  0.25
H  4.938  -6.120  0.795  0.06
H  6.557  -6.314  1.472  0.35

Computed properties:
HOMO-LUMO gap (eV): 8.2
E_LUMO (eV): 0.004
E_HOMO (hartree): -0.300
Charge: 0

Record 5
Molecular formula: C6H10
Method: DFT, ωB97M-V/def2-TZVPD

Each line ends with the Mulliken charge.
CARTESIAN COORDINATES (ANGSTROEM)
C  -0.203  -1.130  1.528  -1.44
C  0.058  -0.376  0.255  1.00
C  -0.999  -0.180  -0.834  -0.73
C  -0.487  1.272  -1.054  -0.58
C  0.568  1.039  0.026  -0.32
C  1.423  -0.143  -0.324  -0.83
H  0.706  -1.250  2.126  0.36
H  -0.586  -2.129  1.290  0.34
H  -0.956  -0.632  2.156  0.29
H  -0.947  -0.868  -1.687  0.27
H  -2.015  -0.205  -0.428  0.29
H  -1.234  2.015  -0.762  0.26
H  -0.113  1.523  -2.054  0.27
H  0.883  1.763  0.773  0.35
H  2.253  -0.325  0.356  0.27
H  1.649  -0.376  -1.366  0.20

Computed properties:
HOMO-LUMO gap (eV): 10.5
E_LUMO (eV): 1.175
E_HOMO (hartree): -0.342
Energy above the lowest of the compared OMol25 structures with the same formula, charge and spin (kcal/mol): 28.3
Charge: 0

Record 6
Molecular formula: C4H9NO
Method: DFT, ωB97M-V/def2-TZVPD

Each line ends with the Mulliken charge.
CARTESIAN COORDINATES (ANGSTROEM)
C  -0.125  -0.975  0.646  -1.16
C  -1.037  -0.426  -0.138  0.23
C  -0.962  -0.450  -1.635  -0.32
N  -2.201  -1.003  -2.202  -0.62
H  -0.169  -0.929  1.727  0.43
H  0.736  -1.501  0.247  0.21
H  -1.904  0.074  0.285  0.24
H  -0.750  0.567  -1.994  0.22
H  -0.132  -1.084  -1.951  0.32
H  -2.168  -0.955  -3.214  0.23
H  -2.988  -0.426  -1.925  0.21
C  1.872  1.070  1.972  0.00
O  2.727  1.835  1.625  -0.41
H  0.824  1.384  2.123  0.22
H  2.079  0.001  2.165  0.20

Computed properties:
HOMO-LUMO gap (eV): 10.4
E_LUMO (eV): 0.807
E_HOMO (hartree): -0.351
Energy above the lowest of the compared OMol25 structures with the same formula, charge and spin (kcal/mol): 60.7
Charge: 0

Number 1: energy -308.8230 a.u.. Number 2: energy -3277.2840 a.u.. Number 3: energy -1768.2204 a.u.. Number 4: energy -5346.7404 a.u.. Number 5: energy -234.5575 a.u.. Number 6: energy -287.7358 a.u..